Below is C34H40GeN6O4S2Ti as an isolated structure, with properties calculated with wB97M-V/def2-TZVPD.

As for the multiplicity: 3. The calculation puts the HOMO-LUMO gap (alpha / beta) at 7.5 / 5.5 eV. As for the total charge: +2. The expectation value of S² is 2.01. The electronic energy comes out at -154329.6413 eV. The energy above the lowest of the compared OMol25 structures with the same formula, charge and spin is 45.6 kJ/mol. Its HOMO energy (alpha / beta) is -12.423 / -12.433 eV.

Geometry (Å):
1 Ti -0.20287 1.02703 0.16058
2 C -1.82926 3.30740 0.41059
3 C -0.79651 3.38667 -0.53241
4 C 0.43572 3.93996 -0.16234
5 C 0.61097 4.44307 1.11861
6 C -0.43231 4.38998 2.03591
7 C -1.64506 3.80903 1.69388
8 H -2.79889 2.92017 0.10562
9 H -1.02027 3.19466 -1.58194
10 H 1.21533 4.03881 -0.90962
11 H 1.54779 4.91071 1.38688
12 H -0.30323 4.81205 3.02355
13 H -2.45734 3.77301 2.40614
14 N 0.47107 -1.21660 0.50606
15 C 1.95609 -1.12953 0.56154
16 C 2.70147 -2.45671 0.42356
17 C 2.84224 -3.08041 -0.96587
18 C 4.11927 -2.81252 -1.78529
19 N 5.15820 -1.97205 -1.16574
20 C 5.69028 -0.86160 -1.67501
21 N 6.89113 -0.46111 -1.24173
22 N 5.06379 -0.15345 -2.60558
23 C 2.15332 -0.10539 -0.55822
24 O 2.49465 -0.38896 -1.68387
25 O 1.71094 1.09491 -0.19813
26 H 0.09431 -1.61602 1.36764
27 H 0.19991 -1.81512 -0.27985
28 H 2.20238 -0.62913 1.50795
29 H 2.11270 -3.17030 1.00840
30 H 3.65663 -2.39178 0.94682
31 H 1.97121 -2.81840 -1.57105
32 H 2.80107 -4.16204 -0.83436
33 H 3.89160 -2.40188 -2.76643
34 H 4.62143 -3.76553 -1.96702
35 H 5.72984 -2.43015 -0.46995
36 H 7.48157 -1.08579 -0.71900
37 H 7.31575 0.37997 -1.59418
38 H 4.04753 -0.19443 -2.63584
39 H 5.49758 0.67853 -2.96793
40 O -2.69222 -0.61838 4.74136
41 C -3.47210 -1.01585 3.72083
42 C -4.59712 -1.77984 4.04733
43 C -5.44062 -2.23138 3.05916
44 C -5.19353 -1.93971 1.71533
45 C -4.09477 -1.18431 1.39035
46 C -3.21415 -0.70581 2.37470
47 C -2.05465 0.07867 1.97441
48 O -1.88042 0.32711 0.67966
49 N -1.18513 0.46916 2.85487
50 N -0.03364 1.07770 2.29734
51 C 0.81921 1.44243 3.20377
52 S 2.41548 1.98925 2.76995
53 C 2.78611 2.65084 4.41178
54 C 2.18153 1.70898 5.43493
55 S 0.49098 1.33636 4.90872
56 H -1.93466 -0.12009 4.37728
57 H -4.77873 -1.99820 5.08773
58 H -6.30580 -2.81684 3.33247
59 H -5.86071 -2.29976 0.94815
60 H -3.89092 -0.94690 0.35719
61 H 2.35992 3.65195 4.49586
62 H 3.87099 2.71964 4.50459
63 H 2.12734 2.17240 6.41901
64 H 2.75197 0.78212 5.50972
65 Ge -0.68990 0.39249 -2.51131
66 C -0.60489 -1.52438 -2.60406
67 C 0.27883 -2.12469 -3.50356
68 C 0.29327 -3.50463 -3.65141
69 C -0.55254 -4.29565 -2.88929
70 C -1.42548 -3.71109 -1.98031
71 C -1.45335 -2.33176 -1.84128
72 C -2.39490 1.22678 -2.82900
73 C -3.56708 0.98390 -2.11390
74 C -4.75405 1.58234 -2.49760
75 C -4.78266 2.43942 -3.58944
76 C -3.62162 2.70320 -4.29654
77 C -2.42730 2.11087 -3.91333
78 H 0.30674 1.05924 -3.46518
79 H 0.94642 -1.51951 -4.10177
80 H 0.95951 -3.96392 -4.36909
81 H -0.53916 -5.36885 -3.01042
82 H -2.09236 -4.32895 -1.39560
83 H -2.15215 -1.88680 -1.14046
84 H -3.55802 0.33198 -1.25064
85 H -5.66236 1.38342 -1.94767
86 H -5.70975 2.90597 -3.88593
87 H -3.64222 3.37049 -5.14566
88 H -1.52935 2.33359 -4.47540

Below is C34H40N4O3P2Pd as an isolated structure, with properties calculated with wB97M-V/def2-TZVPD.

As for the multiplicity: 3. The calculation puts the HOMO-LUMO gap (alpha / beta) at 6.9 / 4.5 eV. The expectation value of S² is 2.01. The electronic energy comes out at -70062.7318 eV. The energy above the lowest of the compared OMol25 structures with the same formula, charge and spin is 0.0 kJ/mol. Its HOMO energy (alpha / beta) is -7.101 / -7.108 eV.

Geometry (Å):
1 Pd 0.32635 0.51072 1.29284
2 C -1.65816 1.79873 -5.34016
3 C -1.71348 0.52327 -4.93530
4 C -1.00584 -0.64142 -5.55994
5 C 0.43185 -0.32077 -5.98397
6 C 1.20822 0.52092 -4.97635
7 C 1.26146 1.85173 -5.03538
8 C 0.61058 2.67571 -6.13007
9 C -0.83843 2.27002 -6.49781
10 C 1.59929 0.68634 2.93115
11 H -2.28896 2.56758 -4.89641
12 H -2.44492 0.23578 -4.18430
13 H -1.57755 -0.98012 -6.44063
14 H -1.00973 -1.47235 -4.83317
15 H 0.95473 -1.28297 -6.13925
16 H 0.40405 0.17783 -6.97165
17 H 1.80298 -0.06457 -4.26742
18 H 1.87978 2.42383 -4.34640
19 H 1.19293 2.63932 -7.06404
20 H 0.60739 3.72674 -5.80087
21 H -1.33540 3.16683 -6.88993
22 H -0.83672 1.53216 -7.31005
23 H 1.07920 1.30516 3.67205
24 H 2.63088 1.03047 2.78378
25 H 1.59246 -0.35421 3.26972
26 P 2.03537 -0.43212 0.19910
27 P -1.14331 -0.77804 0.27865
28 N 3.11043 0.83666 -0.21889
29 N 3.00353 -1.68145 0.90293
30 N -2.03012 0.45037 -0.55317
31 N -2.46687 -1.70493 0.85358
32 C 1.23755 -1.14409 -1.25796
33 C -0.16670 -1.73877 -0.92913
34 C 2.96116 2.13664 0.29582
35 C 3.88836 2.96080 -0.32585
36 C 4.64743 2.14265 -1.23208
37 C 4.16086 0.84643 -1.13885
38 C 3.78119 -1.57051 2.07353
39 C 4.49483 -2.74885 2.24130
40 C 4.12017 -3.63520 1.18053
41 C 3.19166 -2.97319 0.39306
42 C -2.15176 1.74088 -0.01235
43 C -2.48735 2.62015 -1.02945
44 C -2.62146 1.85667 -2.22415
45 C -2.33973 0.53102 -1.90207
46 C -3.64733 -2.02237 0.16363
47 C -4.40006 -2.90481 0.93784
48 C -3.65737 -3.15130 2.13997
49 C -2.48529 -2.41828 2.06029
50 H 1.90330 -1.92082 -1.65975
51 H 1.14736 -0.33171 -2.00112
52 H -0.78178 -1.87823 -1.83300
53 H -0.04998 -2.71974 -0.42847
54 H 2.21431 2.33321 1.05688
55 H 4.00976 4.01831 -0.14162
56 H 5.45778 2.48672 -1.86185
57 H 4.45456 -0.07920 -1.62227
58 H 3.71503 -0.68611 2.69231
59 H 5.21774 -2.94886 3.02025
60 H 4.49855 -4.63622 1.01082
61 H 2.64206 -3.29238 -0.48264
62 H -1.96455 1.87567 1.04456
63 H -2.60855 3.69162 -0.93305
64 H -2.84367 2.25777 -3.19945
65 H -2.29152 -0.37581 -2.48576
66 H -3.85457 -1.58412 -0.79659
67 H -5.36354 -3.32402 0.68496
68 H -3.94997 -3.78398 2.97104
69 H -1.66371 -2.29915 2.74584
70 O -2.21960 1.92983 5.34051
71 C -1.96034 1.02909 6.28624
72 C -2.31332 1.29361 7.62997
73 C -2.01171 0.34800 8.60604
74 C -1.38552 -0.87537 8.27393
75 C -1.07719 -1.13919 6.93871
76 C -1.34115 -0.20295 5.93738
77 C -0.99580 -0.45909 4.47993
78 O -0.46791 -1.55911 4.18890
79 O -1.28103 0.47694 3.62715
80 H -1.85952 1.47037 4.46268
81 H -2.81308 2.24213 7.83669
82 H -2.28569 0.57649 9.64160
83 H -1.15857 -1.59400 9.07616
84 H -0.62635 -2.08482 6.65032

Below is C34H41Cl3MnNOP3 as an isolated structure, with properties calculated with wB97M-V/def2-TZVPD.

As for the multiplicity: 4. The calculation puts the HOMO-LUMO gap (alpha / beta) at 8.0 / 5.3 eV. As for the total charge: +2. The expectation value of S² is 4.09. The electronic energy comes out at -136197.7623 eV. Its HOMO energy (alpha / beta) is -13.467 / -12.928 eV.

Geometry (Å):
1 P 1.32944 1.12962 -1.76251
2 C 3.06381 1.33186 -2.01570
3 C 3.66048 0.72921 -3.13999
4 H 3.07404 0.06778 -3.77784
5 C 4.99379 1.04132 -3.46742
6 H 5.43647 0.61683 -4.36927
7 C 5.71386 1.90615 -2.62505
8 H 6.74820 2.15068 -2.88247
9 C 5.14013 2.45455 -1.45543
10 H 5.72267 3.12028 -0.81208
11 C 3.81546 2.14237 -1.15311
12 H 3.33333 2.54993 -0.23849
13 C 0.74017 -0.30435 -2.63798
14 C 1.30729 -1.56782 -2.39370
15 H 2.17225 -1.66382 -1.71039
16 C 0.80732 -2.71110 -3.03496
17 H 1.24209 -3.69191 -2.84178
18 C -0.23739 -2.54955 -3.97047
19 H -0.60557 -3.42316 -4.51429
20 C -0.81636 -1.29517 -4.23262
21 H -1.59543 -1.16805 -4.98177
22 C -0.34808 -0.17245 -3.51987
23 H -0.78363 0.81548 -3.71245
24 C 0.40909 2.61097 -2.08825
25 C 0.75985 3.29118 -3.27057
26 H 1.54734 2.88847 -3.91122
27 C 0.07537 4.47171 -3.63508
28 H 0.34415 4.97577 -4.56103
29 C -0.93178 4.95467 -2.77821
30 H -1.46164 5.86806 -3.05936
31 C -1.26206 4.30454 -1.56583
32 H -2.04733 4.69736 -0.91705
33 C -0.55723 3.14272 -1.22498
34 H -0.74292 2.66421 -0.23892
35 Mn 0.42368 -0.21162 2.61247
36 C -1.52533 -1.29760 2.23693
37 C -2.06272 -1.44040 1.02795
38 H -2.01851 -1.66403 3.16820
39 C -1.23979 -0.80718 -0.11169
40 O -2.06509 0.26694 -0.67150
41 H -1.47714 0.83388 -1.22650
42 C 0.00279 -0.26833 0.53251
43 H -0.94835 -1.54965 -0.91571
44 C 0.93093 0.42543 1.14261
45 Cl -0.07370 -1.12625 4.62190
46 Cl 2.52298 0.42323 3.44093
47 P 1.50373 -2.38859 2.55355
48 C 2.40321 -2.94772 4.04624
49 H 1.67487 -3.30054 4.78354
50 H 2.93388 -2.08516 4.46123
51 H 3.11169 -3.74429 3.78248
52 C 0.50144 -3.86154 2.14158
53 H 0.01779 -3.72635 1.16630
54 H -0.27823 -3.97778 2.90148
55 H 1.13308 -4.76232 2.11358
56 C 2.81476 -2.45262 1.27966
57 H 3.38017 -1.51618 1.30804
58 H 2.37416 -2.57291 0.28257
59 H 3.48680 -3.29793 1.48598
60 P -3.64670 -2.19790 0.49092
61 C -4.21398 -3.21813 1.82261
62 C -3.17737 -3.09843 -0.98280
63 H -4.38302 -2.60527 2.71773
64 H -3.48226 -4.00874 2.03660
65 H -5.15786 -3.66201 1.48318
66 H -2.80484 -2.42251 -1.76412
67 H -4.06733 -3.61969 -1.34945
68 H -2.39770 -3.83417 -0.74433
69 C -4.71684 -0.82405 0.10307
70 H -4.80896 -0.16504 0.97599
71 H -5.69798 -1.23052 -0.16248
72 H -4.29352 -0.25146 -0.73127
73 H 1.85748 1.04233 1.22730
74 Cl -3.58271 3.82088 1.71721
75 C -2.37493 3.21266 2.76839
76 C -2.01401 3.89533 3.92928
77 C -0.99618 3.34300 4.70914
78 C -0.36417 2.17883 4.28220
79 N -0.68706 1.55730 3.14167
80 C -1.73714 2.00912 2.41603
81 H -2.52168 4.81658 4.19110
82 H -0.66971 3.80048 5.64171
83 H 0.42778 1.69852 4.85842
84 H -2.06362 1.43406 1.55774

Below is C34H41CoN6O7S as an isolated structure, with properties calculated with wB97M-V/def2-TZVPD.

As for the multiplicity: 5. The calculation puts the HOMO-LUMO gap (alpha / beta) at 7.5 / 6.5 eV. The expectation value of S² is 6.01. The electronic energy comes out at -107657.4079 eV. Its HOMO energy (alpha / beta) is -7.690 / -7.548 eV.

Geometry (Å):
1 Co -0.29798 0.71439 -0.48639
2 N 0.36515 -0.26511 -2.49026
3 C 1.76165 0.05172 -2.75545
4 C 2.69622 -0.88669 -2.00799
5 C 2.73150 -2.35376 -2.40533
6 C 3.83857 -3.09782 -1.66061
7 N 3.73150 -2.99715 -0.19809
8 C 4.13544 -1.96057 0.54235
9 N 5.10457 -1.14821 0.12164
10 N 3.64036 -1.78949 1.76695
11 C 2.04163 1.47815 -2.20327
12 O 3.15252 1.95659 -2.41901
13 O 1.09530 1.98653 -1.52326
14 H 0.15429 -1.25662 -2.48677
15 H -0.24351 0.17099 -3.17569
16 H 1.98727 0.04935 -3.82644
17 H 2.42648 -0.80305 -0.94876
18 H 3.68972 -0.44550 -2.12916
19 H 2.92984 -2.45446 -3.47632
20 H 1.77428 -2.85062 -2.21746
21 H 4.82069 -2.73161 -1.96407
22 H 3.83175 -4.16198 -1.89208
23 H 3.02550 -3.57750 0.22993
24 H 5.42676 -1.20764 -0.82855
25 H 5.17088 -0.23672 0.54860
26 H 2.74967 -2.21023 1.98614
27 H 3.80572 -0.90068 2.22739
28 S 2.10997 1.37028 3.33713
29 C 3.21772 1.48596 2.03553
30 C 2.61610 1.24374 0.83292
31 C 1.22246 0.91476 0.92636
32 C 0.82816 1.01060 2.23913
33 C -0.58465 1.06136 2.61251
34 C -1.06887 1.12354 3.91356
35 C -2.43190 1.24943 4.10632
36 C -3.27002 1.31182 3.00359
37 C -2.70293 1.24831 1.74137
38 N -1.39409 1.12690 1.55259
39 H 4.22315 1.83741 2.22510
40 H 3.12988 1.40292 -0.10634
41 H -0.38700 1.08688 4.75308
42 H -2.83648 1.30759 5.10844
43 H -4.33946 1.42292 3.11199
44 H -3.30192 1.31183 0.84434
45 C 0.60078 -3.72006 1.70495
46 C -0.40495 -2.57196 1.61803
47 C -0.92741 -2.22124 3.01287
48 C -1.54291 -2.90874 0.68224
49 C -2.19904 -4.12862 0.81320
50 C -3.26321 -4.46683 0.00192
51 C -3.70556 -3.53793 -0.92734
52 C -3.11375 -2.29020 -1.07692
53 C -3.78434 -1.31693 -2.03062
54 C -4.36890 -0.10045 -1.31574
55 C -2.91908 -0.84388 -3.19771
56 C -1.97976 -1.97892 -0.28141
57 O -1.36414 -0.81173 -0.40906
58 H 1.37436 -3.49622 2.44898
59 H 1.04526 -3.90498 0.72154
60 H 0.13228 -4.65269 2.01841
61 H 0.11060 -1.69358 1.21928
62 H -1.40862 -3.08449 3.47894
63 H -1.66515 -1.41955 2.95526
64 H -0.11392 -1.88913 3.66383
65 H -1.86224 -4.83158 1.56737
66 H -3.75192 -5.42727 0.09852
67 H -4.56481 -3.77343 -1.54551
68 H -4.62217 -1.88078 -2.45194
69 H -3.56624 0.55978 -0.99455
70 H -4.97371 -0.39603 -0.45564
71 H -5.00134 0.46602 -2.00270
72 H -2.26256 -0.04358 -2.86013
73 H -3.54742 -0.41668 -3.98097
74 H -2.33403 -1.65766 -3.63290
75 O -1.85613 3.06370 -3.13210
76 C -1.45703 2.97908 -1.98490
77 O -1.59091 1.93278 -1.22767
78 C -0.82852 4.17137 -1.30326
79 C -0.51581 5.30441 -2.04137
80 C 0.11832 6.38582 -1.44342
81 C 0.45013 6.34537 -0.09814
82 C 0.11960 5.20668 0.61699
83 C -0.51606 4.12497 0.04517
84 N 0.47746 5.12982 2.04499
85 O 0.09325 4.16245 2.67743
86 O 1.10296 6.05419 2.52647
87 H -0.77121 5.31271 -3.09239
88 H 0.36642 7.26066 -2.02927
89 H 0.95663 7.16279 0.39213
90 H -0.74109 3.25396 0.64146

Below is C34H41I2N7OPPd as an isolated structure, with properties calculated with wB97M-V/def2-TZVPD.

The calculation puts the HOMO-LUMO gap at 5.3 eV. As for the total charge: -1. The electronic energy comes out at -77373.0301 eV. The energy above the lowest of the compared OMol25 structures with the same formula, charge and spin is 101.3 kJ/mol. Its HOMO energy is -2.858 eV.

Geometry (Å):
1 Pd 0.49219 0.26434 0.29024
2 I 6.36695 0.10471 1.17456
3 C 4.84303 -0.05576 2.59438
4 C 5.16869 -0.06280 3.94864
5 C 4.18389 -0.14645 4.90338
6 I 4.76622 -0.09608 6.91868
7 C 2.81669 -0.24979 4.53103
8 C 1.73651 -0.33542 5.44154
9 C 0.45834 -0.47173 4.98201
10 C 0.23617 -0.53626 3.59659
11 N 1.20495 -0.43613 2.72126
12 C 2.48421 -0.27365 3.14542
13 C 3.51256 -0.10362 2.08835
14 O 3.20522 -0.01091 0.88594
15 H 6.20592 0.00136 4.25015
16 H 1.93779 -0.28780 6.50345
17 H -0.37730 -0.52675 5.66999
18 H -0.76402 -0.66159 3.18685
19 C -3.47453 -3.41285 1.85452
20 N -2.47798 -3.56748 0.80438
21 C -1.87041 -4.89732 0.78723
22 C -0.53968 -4.65828 0.10311
23 N -0.27217 -3.28375 0.44907
24 C 0.98502 -2.68284 0.02459
25 C -1.45547 -2.59528 0.67627
26 N -1.55170 -1.32709 0.70983
27 C -2.78310 -0.62606 0.97936
28 C -2.74968 0.84036 0.55256
29 N -1.64048 1.57270 1.12335
30 C -1.41553 2.79738 0.84673
31 N -0.30718 3.48046 1.33763
32 C 0.86339 2.75062 1.80402
33 C -0.10185 4.70148 0.58540
34 C -1.50472 5.00611 0.10138
35 N -2.10579 3.68301 -0.00150
36 C -3.55142 3.68734 -0.10276
37 H -4.04168 -4.34137 1.91580
38 H -4.17507 -2.61343 1.64700
39 H -3.01597 -3.23105 2.83547
40 H -2.50750 -5.60833 0.26240
41 H -1.70868 -5.26313 1.80926
42 H -0.60452 -4.79902 -0.98462
43 H 0.24588 -5.31126 0.48173
44 H 1.81283 -3.22035 0.49222
45 H 1.01686 -1.62662 0.35316
46 H 1.10433 -2.71618 -1.06253
47 H -3.02751 -0.65195 2.05052
48 H -3.63555 -1.06416 0.44111
49 H -3.71357 1.24478 0.87699
50 H -2.72501 0.88035 -0.54671
51 H 0.78539 2.49447 2.85997
52 H 1.74880 3.36411 1.64650
53 H 0.97799 1.79870 1.21967
54 H 0.57934 4.54495 -0.26034
55 H 0.30719 5.48919 1.21635
56 H -1.51866 5.51237 -0.86316
57 H -2.04686 5.62695 0.82734
58 H -3.83657 4.47998 -0.79410
59 H -4.03667 3.88891 0.86294
60 H -3.93362 2.75621 -0.49903
61 C 0.84320 2.32038 -2.33993
62 P 0.39830 0.55152 -2.00725
63 C 1.79778 -0.28050 -2.87737
64 C 1.69590 -1.04372 -4.04118
65 C 2.81445 -1.68954 -4.56930
66 C 4.04769 -1.57692 -3.94327
67 C 4.15605 -0.83571 -2.76935
68 C 3.04117 -0.20784 -2.23211
69 C -0.96801 0.34249 -3.23463
70 C -1.01649 0.96682 -4.48279
71 C -2.11035 0.79946 -5.32246
72 C -3.17779 -0.00143 -4.92701
73 C -3.13691 -0.64326 -3.69587
74 C -2.03844 -0.46957 -2.85829
75 H 1.16252 2.52280 -3.36746
76 H 1.65517 2.57025 -1.65805
77 H -0.02342 2.94018 -2.09210
78 H 0.73962 -1.14367 -4.54270
79 H 2.71565 -2.28580 -5.47043
80 H 4.91703 -2.07695 -4.35641
81 H 5.10549 -0.77141 -2.24810
82 H 3.11305 0.28997 -1.26871
83 H -0.18362 1.57779 -4.81117
84 H -2.13020 1.28919 -6.28935
85 H -4.03622 -0.12351 -5.57728
86 H -3.96277 -1.27213 -3.38296
87 H -1.99475 -0.96724 -1.88999